i:
A cluster of 2 separate species, C7H17NO2 in total. Source: the Open Molecules 2025 dataset; level of theory: wB97M-V/def2-TZVPD.

Values from the calculation:
**HOMO (alpha / beta)**: -6.530 / -6.716 eV
**Spin multiplicity**: 1
**HOMO-LUMO gap (alpha / beta)**: 7.22 / 7.50 eV

Atoms and positions in Å:
1 C 0.0103 -0.8494 1.2997
2 C -1.6132 0.7845 -1.5424
3 C -0.6265 -0.1973 -0.9320
4 C 0.8767 -2.0587 1.1139
5 C -0.2649 -0.3812 2.6978
6 C 2.0985 1.4928 0.2557
7 C -0.1261 -1.2984 -1.8218
8 N -1.7484 1.9460 -0.6842
9 O -0.6623 -0.2301 0.3807
10 O -1.1819 1.2030 -2.8138
11 H -0.3912 1.7414 -2.6822
12 H -2.5821 0.2822 -1.7540
13 H 1.7135 0.9099 -0.6081
14 H -1.9803 1.6690 0.2607
15 H -2.4776 2.5570 -1.0350
16 H 1.4318 -2.0235 0.1822
17 H 0.2908 -2.9830 1.1338
18 H 1.5909 -2.1136 1.9355
19 H 0.6668 -0.1843 3.2301
20 H -0.8511 0.5339 2.6736
21 H -0.8160 -1.1322 3.2705
22 H 2.8985 2.1625 -0.0456
23 H 2.4788 0.8232 1.0208
24 H 1.2810 2.0741 0.6560
25 H -0.3621 -2.2827 -1.4174
26 H -0.6069 -1.2016 -2.7921
27 H 0.9530 -1.2434 -1.9824

Results of the Mulliken charge analysis, in e, for atoms 1 through 6: C 0.916; C -0.033; C 0.574; C -1.341; C -1.434; C -0.868

=====

ii:
A cluster of 2 separate species, C7H17NO2 in total. Source: the Open Molecules 2025 dataset; level of theory: wB97M-V/def2-TZVPD.

Values from the calculation:
**HOMO**: -8.458 eV
**SMILES string**: COC(C)=O.CCN(C)C
**Spin multiplicity**: 1
**HOMO-LUMO gap**: 9.39 eV

Atoms and positions in Å:
1 C -0.1631 -2.2094 0.2966
2 C 0.6968 -0.3297 1.5990
3 C 2.1971 -1.7123 0.3674
4 C -1.2350 -1.9149 -0.7522
5 N 0.8477 -1.1424 0.3903
6 H -0.6386 -2.3951 1.2674
7 H 0.3008 -3.1609 0.0085
8 H 1.2429 0.6138 1.4775
9 H 2.4109 -2.1422 -0.6166
10 H 1.0802 -0.8349 2.4924
11 H -0.3445 -0.0662 1.7972
12 H 2.9561 -0.9435 0.5516
13 H 2.3172 -2.4960 1.1254
14 H -1.2323 -2.6823 -1.5338
15 H -1.0891 -0.9595 -1.2568
16 H -2.2314 -1.9054 -0.2972
17 C -2.1174 1.4996 0.2408
18 C 0.8239 3.1073 -1.2342
19 C -0.3085 2.1329 -1.1171
20 O -0.9900 2.3524 0.0431
21 O -0.5750 1.2931 -1.9591
22 H -1.8014 0.4634 0.3409
23 H -2.6004 1.7880 1.1782
24 H -2.8378 1.5949 -0.5759
25 H 1.6401 2.8224 -0.5671
26 H 0.4669 4.1135 -0.9989
27 H 1.1839 3.1133 -2.2672

Results of the Mulliken charge analysis, in e, for atoms 1 through 6: C -0.545; C -1.210; C -1.170; C -1.013; N 0.179; H 0.330

=====

Short version: i is the least stable of them.